Entry 1:
This record from the Open Molecules 2025 dataset describes C2H3N3 in the gas phase. The level of theory is ωB97M-V/def2-TZVPD.

Calculated values
E_LUMO = -0.36 eV
Charge = 0
HOMO level = -10.1295 eV
DFT total energy = -6589.717 eV
Kohn-Sham gap = 9.765 eV

The geometry in XYZ format:
```
8
C2H3N3, DFT ωB97M-V/def2-TZVPD
H -0.098 0.288 -1.894
N -0.402 -0.593 -1.235
C -0.291 0.005 -0.046
N -0.469 -0.667 1.131
C 0.423 1.095 -0.170
N 1.266 2.003 -0.365
H 0.358 -0.427 1.843
H -0.786 -1.705 0.735
```

Entry 2:
This record from the Open Molecules 2025 dataset describes a 14-piece molecular cluster, C56H103N3O22S11 overall. The level of theory is ωB97M-V/def2-TZVPD.

Calculated values
E_LUMO = -0.30 eV
Charge = 0
HOMO level = -7.9786 eV
DFT total energy = -228433.375 eV
Kohn-Sham gap = 7.683 eV

The geometry in XYZ format:
```
195
C56H103N3O22S11, DFT ωB97M-V/def2-TZVPD
C 0.574 9.489 -2.960
C 1.702 8.487 -2.899
C 2.653 9.029 -1.825
S 2.666 10.887 -2.125
O 3.875 11.303 -2.881
O 2.176 11.514 -0.856
C 1.238 10.849 -3.316
H -0.056 9.546 -2.072
H -0.078 9.352 -3.822
H 2.173 8.398 -3.879
H 1.156 7.574 -2.663
H 3.671 8.651 -1.912
H 2.226 8.841 -0.840
H 1.693 10.790 -4.305
H 0.603 11.733 -3.256
C 2.012 -5.082 -4.749
C 1.695 -5.396 -6.201
C 2.876 -4.742 -6.978
S 4.337 -5.512 -6.146
O 5.465 -4.557 -6.135
O 4.557 -6.865 -6.617
C 3.441 -5.676 -4.548
H 1.297 -5.555 -4.076
H 1.985 -4.038 -4.437
H 0.726 -4.953 -6.432
H 1.639 -6.440 -6.510
H 2.922 -3.665 -6.814
H 2.953 -4.852 -8.059
H 3.957 -5.231 -3.698
H 3.416 -6.750 -4.364
C 9.367 2.998 -5.963
C 9.470 4.364 -5.405
C 8.115 5.082 -5.101
S 6.794 3.821 -5.522
O 5.707 4.513 -6.221
O 6.423 3.088 -4.324
C 7.988 2.845 -6.673
H 9.408 2.230 -5.190
H 10.251 2.766 -6.558
H 9.931 4.957 -6.195
H 10.139 4.461 -4.550
H 8.044 5.868 -5.853
H 7.972 5.508 -4.108
H 8.113 3.443 -7.575
H 7.569 1.884 -6.974
C -0.381 -8.384 7.221
C -0.635 -7.468 8.489
C -1.546 -6.294 8.099
S -1.475 -6.095 6.260
O -0.984 -4.760 5.835
O -2.659 -6.775 5.663
C -0.153 -7.301 6.096
H -1.293 -8.965 7.086
H 0.449 -9.089 7.269
H 0.361 -7.261 8.878
H -1.079 -7.981 9.342
H -1.197 -5.353 8.524
H -2.596 -6.417 8.366
H 0.736 -6.734 6.375
H -0.112 -7.723 5.092
C -6.036 7.539 -1.166
C -5.271 6.292 -0.839
C -6.120 5.022 -1.197
S -7.768 5.464 -0.571
O -7.834 5.073 0.830
O -8.789 5.054 -1.538
C -7.531 7.351 -0.688
H -6.267 7.622 -2.228
H -5.589 8.487 -0.868
H -5.190 6.313 0.247
H -4.300 6.258 -1.334
H -5.732 4.082 -0.803
H -6.293 4.866 -2.262
H -7.863 7.724 0.281
H -8.251 7.679 -1.438
C -4.222 2.831 5.158
C -3.653 4.074 5.828
C -3.701 3.922 7.335
S -3.172 2.230 7.694
O -4.045 1.617 8.661
O -1.703 2.252 7.891
C -3.647 1.603 5.979
H -4.066 2.753 4.082
H -5.296 2.796 5.342
H -4.228 4.902 5.416
H -2.609 4.117 5.519
H -4.769 3.926 7.555
H -3.151 4.705 7.858
H -4.352 0.775 6.054
H -2.685 1.250 5.608
C 8.895 4.571 0.865
C 9.600 4.317 2.217
C 9.546 2.832 2.613
S 7.803 2.358 2.143
O 6.775 2.931 3.037
O 7.766 0.938 1.817
C 7.883 3.482 0.611
H 9.607 4.606 0.040
H 8.470 5.564 0.712
H 9.076 4.898 2.976
H 10.611 4.700 2.359
H 9.744 2.564 3.651
H 10.169 2.257 1.929
H 6.857 3.745 0.353
H 8.323 2.830 -0.143
C 4.202 -2.873 7.598
C 4.228 -1.405 7.203
C 5.561 -0.759 7.556
S 6.230 -1.693 9.090
O 5.628 -1.165 10.329
O 7.679 -1.736 9.008
C 5.482 -3.272 8.474
H 4.009 -3.477 6.711
H 3.375 -3.100 8.271
H 3.450 -0.874 7.751
H 3.960 -1.265 6.156
H 5.703 0.321 7.593
H 6.217 -1.072 6.743
H 5.320 -4.025 9.246
H 6.306 -3.592 7.837
C 1.252 0.817 1.208
C 1.301 1.742 -0.015
C -0.158 1.822 -0.718
S -0.917 0.206 -0.354
O -0.871 -0.620 -1.527
O -2.221 0.390 0.379
C 0.385 -0.333 0.836
H 0.884 1.387 2.061
H 2.246 0.597 1.596
H 1.980 1.402 -0.797
H 1.680 2.738 0.217
H -0.156 1.988 -1.795
H -0.724 2.591 -0.193
H 0.869 -1.065 0.191
H 0.027 -1.015 1.608
C -9.998 0.441 -4.336
C -9.677 -0.347 -3.012
C -8.643 -1.447 -3.425
S -7.460 -0.581 -4.504
O -7.354 -1.409 -5.737
O -6.321 -0.018 -3.775
C -8.660 0.710 -4.994
H -10.547 1.377 -4.234
H -10.466 -0.252 -5.036
H -10.570 -0.848 -2.638
H -9.201 0.175 -2.182
H -9.125 -2.108 -4.146
H -8.156 -2.026 -2.641
H -8.794 0.641 -6.073
H -8.185 1.690 -4.953
C -3.558 -5.841 -1.682
C -3.912 -7.066 -0.782
C -5.264 -7.686 -1.312
S -5.344 -7.297 -3.101
O -6.447 -6.413 -3.305
O -5.147 -8.491 -3.946
C -3.849 -6.289 -3.136
H -2.524 -5.533 -1.525
H -4.209 -4.981 -1.524
H -4.019 -6.969 0.298
H -3.194 -7.885 -0.802
H -6.090 -7.110 -0.894
H -5.382 -8.728 -1.017
H -4.160 -5.545 -3.869
H -3.062 -6.933 -3.526
N -7.103 -1.571 2.294
C -8.336 -1.182 2.834
C -8.854 -2.264 3.486
C -8.103 -3.331 3.238
C -6.933 -2.900 2.626
H -6.386 -0.976 1.904
H -8.660 -0.152 2.848
H -9.792 -2.282 4.020
H -8.321 -4.363 3.472
H -6.072 -3.420 2.232
N -0.996 0.469 -7.141
C -1.072 -0.432 -8.210
C 0.065 -0.304 -8.925
C 0.916 0.569 -8.167
C 0.232 1.122 -7.139
H -1.667 0.627 -6.403
H -1.950 -1.006 -8.467
H 0.285 -0.775 -9.872
H 1.904 0.838 -8.509
H 0.442 1.903 -6.423
N 4.353 -7.611 1.481
C 4.880 -6.333 1.686
C 3.809 -5.435 1.738
C 2.651 -6.088 1.452
C 3.035 -7.429 1.200
H 4.827 -8.495 1.359
H 5.879 -6.257 2.088
H 4.060 -4.395 1.888
H 1.640 -5.706 1.466
H 2.391 -8.241 0.896
```

Entry 3:
This record from the Open Molecules 2025 dataset describes a 2-piece molecular cluster, C7H16BrNO2 overall. The level of theory is ωB97M-V/def2-TZVPD.

Calculated values
E_LUMO = 0.74 eV
Charge = 0
HOMO level = -8.7952 eV
DFT total energy = -83141.674 eV
Kohn-Sham gap = 9.539 eV

The geometry in XYZ format:
```
27
C7H16BrNO2, DFT ωB97M-V/def2-TZVPD
C 3.296 0.530 -0.443
C 2.324 -0.611 -0.529
C 1.108 -0.624 0.311
C 0.223 -1.878 -0.012
O 0.739 -3.079 0.369
N 0.278 0.614 0.006
O -0.583 0.484 -1.055
H 3.860 0.582 0.537
H 2.734 1.443 -0.587
H 3.981 0.438 -1.242
H 2.820 -1.475 -0.077
H 2.064 -0.752 -1.562
H 1.249 -0.707 1.419
H -0.685 -1.663 0.517
H -0.075 -1.944 -1.062
H 1.076 -3.577 -0.399
H -0.185 0.911 0.856
H 0.980 1.244 -0.190
C -2.144 0.711 1.577
C -2.648 0.691 0.338
C -3.047 1.792 -0.532
Br -3.440 -0.969 -0.281
H -2.197 -0.088 2.237
H -2.068 1.690 2.046
H -3.081 2.905 -0.092
H -2.469 1.612 -1.414
H -4.110 1.719 -0.737
```

Entry 4:
This record from the Open Molecules 2025 dataset describes C38H53Cl4CuGeN4OP as an isolated structure. The level of theory is ωB97M-V/def2-TZVPD.

Calculated values
E_LUMO (alpha / beta) = 0.51 / -1.12 eV
Charge = 0
⟨S²⟩ = 0.756
Spin multiplicity = 2
HOMO level (alpha / beta) = -7.2950 / -7.2387 eV
DFT total energy = -208814.116 eV
Kohn-Sham gap (alpha / beta) = 7.806 / 6.114 eV

The geometry in XYZ format:
```
103
C38H53Cl4CuGeN4OP, DFT ωB97M-V/def2-TZVPD
Cu 0.533 1.024 0.273
C 4.144 1.617 -1.989
C 4.417 0.833 -0.702
C 4.734 -0.627 -1.024
P 2.980 1.091 0.437
C 3.367 0.226 2.032
C 2.224 0.505 3.012
C 4.715 0.576 2.653
C 3.088 2.850 0.779
C 4.288 3.503 1.084
C 4.353 4.861 1.319
C 5.650 5.553 1.651
C 3.152 5.574 1.223
C 1.962 4.968 0.896
C 1.888 3.575 0.645
N 0.739 2.960 0.220
C -0.379 3.799 -0.027
C -0.585 4.247 -1.341
C 0.366 3.838 -2.432
C -1.656 5.087 -1.613
C -2.554 5.463 -0.620
C -3.763 6.295 -0.954
C -2.317 5.028 0.677
C -1.222 4.230 1.000
C -0.921 3.903 2.437
H 4.984 1.514 -2.678
H 3.992 2.677 -1.789
H 3.250 1.235 -2.489
H 5.279 1.269 -0.193
H 3.954 -1.073 -1.642
H 4.868 -1.238 -0.128
H 5.662 -0.681 -1.595
H 3.364 -0.844 1.798
H 2.156 1.575 3.227
H 2.395 -0.019 3.954
H 1.256 0.172 2.626
H 4.733 1.614 2.985
H 5.547 0.415 1.965
H 4.885 -0.056 3.528
H 5.210 2.933 1.135
H 6.428 4.831 1.899
H 5.532 6.224 2.503
H 6.009 6.153 0.812
H 3.161 6.644 1.402
H 1.064 5.564 0.803
H 0.511 2.756 -2.439
H 1.350 4.290 -2.277
H -0.007 4.147 -3.408
H -1.809 5.434 -2.630
H -3.501 7.133 -1.602
H -4.231 6.691 -0.053
H -4.509 5.695 -1.480
H -2.990 5.339 1.470
H -1.812 4.009 3.055
H -0.154 4.581 2.823
H -0.545 2.888 2.544
Cl -4.895 1.197 -1.405
Ge -2.819 2.066 -1.103
Cl -1.705 0.881 0.962
Cl -1.704 0.609 -2.462
C -2.496 -6.754 -0.761
C -1.956 -5.951 -1.953
C -0.615 -6.592 -2.344
C -2.918 -6.118 -3.134
C -1.737 -4.427 -1.638
O -0.816 -3.879 -2.584
C -2.969 -3.509 -1.695
C -4.200 -3.730 -0.803
C -3.986 -3.351 0.647
C -3.886 -2.006 0.995
C -3.692 -1.608 2.309
C -3.595 -2.573 3.297
Cl -3.346 -2.094 4.949
C -3.701 -3.919 2.986
C -3.900 -4.297 1.666
C -1.051 -4.262 -0.266
N -0.244 -3.058 -0.188
C -0.615 -1.796 -0.031
N 0.455 -1.013 -0.071
C 1.476 -1.897 -0.236
N 1.099 -3.145 -0.324
H -2.604 -7.797 -1.062
H -3.472 -6.417 -0.423
H -1.814 -6.735 0.091
H -0.778 -7.651 -2.553
H 0.125 -6.523 -1.544
H -0.184 -6.128 -3.227
H -2.957 -7.170 -3.423
H -2.585 -5.557 -4.012
H -3.933 -5.802 -2.894
H -1.252 -3.826 -3.441
H -3.308 -3.488 -2.735
H -2.593 -2.499 -1.501
H -4.583 -4.746 -0.872
H -4.982 -3.086 -1.211
H -3.961 -1.248 0.224
H -3.622 -0.558 2.560
H -3.635 -4.659 3.772
H -3.995 -5.351 1.437
H -0.360 -5.075 -0.069
H -1.799 -4.227 0.521
H -1.632 -1.469 0.103
H 2.504 -1.610 -0.318
```

Entry 5:
This record from the Open Molecules 2025 dataset describes C2H15Cd2O7 as an isolated structure. The level of theory is ωB97M-V/def2-TZVPD.

Calculated values
E_LUMO = -4.81 eV
Charge = +1
HOMO level = -10.9515 eV
DFT total energy = -25771.281 eV
Kohn-Sham gap = 6.140 eV

The geometry in XYZ format:
```
26
C2H15Cd2O7, DFT ωB97M-V/def2-TZVPD
Cd 0.858 -1.282 -2.670
Cd 0.178 0.815 -0.640
C -0.373 -2.102 2.553
C -0.971 -0.853 1.936
O -0.670 -0.764 0.572
H -0.589 -3.023 2.010
H -0.733 -2.254 3.580
H 0.708 -2.025 2.700
H -0.471 -0.010 2.442
H -2.037 -0.778 2.179
O -0.585 0.061 -2.371
H -1.282 -0.294 -2.925
O 1.852 -0.404 -1.131
H 2.779 -0.205 -1.056
O -1.713 2.014 -0.204
H -2.227 2.213 0.590
H -2.293 2.240 -0.943
O 0.711 2.679 -1.803
H 0.375 2.735 -2.710
H 1.268 3.460 -1.695
O 1.611 1.818 0.623
H 1.705 2.728 0.940
H 2.466 1.402 0.798
O -0.040 -2.669 -1.302
H -0.235 -3.517 -0.885
H -0.292 -1.985 -0.588
```

Entry 6:
This record from the Open Molecules 2025 dataset describes a 3-piece molecular cluster, C3H12NO2 overall. The level of theory is ωB97M-V/def2-TZVPD.

Calculated values
E_LUMO = -3.23 eV
Charge = +1
HOMO level = -13.9643 eV
DFT total energy = -8883.730 eV
Kohn-Sham gap = 10.734 eV

The geometry in XYZ format:
```
18
C3H12NO2, DFT ωB97M-V/def2-TZVPD
C -0.720 0.204 1.302
C -1.697 -0.165 0.255
C -2.730 -0.959 0.555
N -1.185 -0.069 -1.123
H 0.200 -0.398 1.298
H -0.413 1.251 1.280
H -1.144 0.074 2.301
H -3.581 -1.140 -0.092
H -2.802 -1.499 1.487
H -1.187 0.915 -1.408
H -1.706 -0.582 -1.834
H -0.154 -0.374 -1.205
H 2.062 0.334 -1.024
H 1.930 -1.124 -1.511
O 1.408 -0.359 -1.278
H 4.135 0.547 0.332
H 4.016 2.058 0.526
O 3.569 1.288 0.138
```

Entry 7:
This record from the Open Molecules 2025 dataset describes a 2-piece molecular cluster, CH3N3O2 overall. The level of theory is ωB97M-V/def2-TZVPD.

Calculated values
E_LUMO (alpha / beta) = 0.82 / -4.09 eV
Charge = 0
⟨S²⟩ = 2.006
Spin multiplicity = 3
HOMO level (alpha / beta) = -7.1820 / -10.3129 eV
DFT total energy = -9642.153 eV
Kohn-Sham gap (alpha / beta) = 8.006 / 6.224 eV

The geometry in XYZ format:
```
9
CH3N3O2, DFT ωB97M-V/def2-TZVPD
C -0.160 -1.140 0.447
N -2.091 -1.206 1.677
N -0.447 -2.505 0.264
N -2.817 -2.078 1.431
O -0.271 -0.210 -0.310
O -3.305 -3.083 1.225
H 0.245 -0.878 1.470
H -1.060 -3.105 0.676
H -0.780 -2.194 -0.619
```

Entry 8:
This record from the Open Molecules 2025 dataset describes C6H9NS in the gas phase. The level of theory is ωB97M-V/def2-TZVPD.

Calculated values
E_LUMO = 1.01 eV
Charge = 0
HOMO level = -9.0582 eV
DFT total energy = -18690.926 eV
Kohn-Sham gap = 10.065 eV

The geometry in XYZ format:
```
17
C6H9NS, DFT ωB97M-V/def2-TZVPD
C 1.894 1.859 0.132
C 1.350 0.715 -0.332
C 0.184 0.084 0.237
C 0.408 -1.379 0.502
C -0.954 -1.951 0.147
N -1.723 -1.133 -0.396
C -1.113 0.210 -0.529
S -2.132 1.502 0.126
H 2.766 2.139 -0.299
H 1.419 2.259 0.965
H 1.779 0.233 -1.278
H 0.044 0.496 1.242
H 0.573 -1.736 1.558
H 1.195 -1.681 -0.114
H -1.107 -3.012 0.184
H -1.360 0.331 -1.673
H -3.222 1.066 -0.472
```

Entry 9:
This record from the Open Molecules 2025 dataset describes C5H3F in the gas phase. The level of theory is ωB97M-V/def2-TZVPD.

Calculated values
E_LUMO = 0.53 eV
Charge = 0
HOMO level = -9.0405 eV
DFT total energy = -7945.187 eV
Kohn-Sham gap = 9.575 eV

The geometry in XYZ format:
```
9
C5H3F, DFT ωB97M-V/def2-TZVPD
F 0.703 1.183 -3.382
C 0.528 0.744 -2.216
C 0.133 0.002 -1.349
C -0.093 -0.386 -0.054
C -0.331 -1.206 0.896
C -0.061 0.248 1.296
H -0.711 -2.101 1.297
H -0.949 0.945 1.677
H 0.780 0.571 1.835
```

Entry 10:
This record from the Open Molecules 2025 dataset describes a 2-piece molecular cluster, C10H15IN3O6PS overall. The level of theory is ωB97M-V/def2-TZVPD.

Calculated values
E_LUMO = 0.00 eV
Charge = 0
HOMO level = -8.6396 eV
DFT total energy = -55592.114 eV
Kohn-Sham gap = 8.642 eV

The geometry in XYZ format:
```
37
C10H15IN3O6PS, DFT ωB97M-V/def2-TZVPD
O 3.570 -3.884 1.869
S 2.756 -2.679 1.786
O 2.059 -2.585 0.251
C 0.786 -1.966 0.499
C 0.894 -0.419 0.905
O 1.595 0.233 -0.154
C -0.583 0.096 0.960
C -1.182 0.972 -0.041
C -2.574 1.510 0.014
N -3.381 1.184 1.058
C -2.848 0.337 1.971
C -1.535 -0.259 2.049
C 1.527 -0.165 2.332
C 3.104 -0.193 2.397
P 3.991 1.331 1.680
O 4.526 0.819 0.150
I 2.454 3.190 1.274
O 3.740 -1.351 1.810
H 0.215 -2.019 -0.470
H 0.152 -2.487 1.263
H 1.269 -0.135 -0.996
H -0.553 1.262 -0.917
H -2.969 2.200 -0.764
H -3.535 0.065 2.815
H -1.241 -0.933 2.884
H 1.026 -0.880 3.044
H 1.173 0.852 2.669
H 3.377 -0.210 3.495
H 3.949 1.226 -0.523
C -2.486 0.902 -3.802
O -1.936 1.585 -2.953
N -3.029 -0.314 -3.524
N -2.602 1.299 -5.099
H -3.485 -0.891 -4.205
H -2.962 -0.639 -2.574
H -2.212 2.193 -5.341
H -3.049 0.754 -5.812
```

Entry 11:
This record from the Open Molecules 2025 dataset describes a 2-piece molecular cluster, C5H14N3 overall. The level of theory is ωB97M-V/def2-TZVPD.

Calculated values
E_LUMO = -3.64 eV
Charge = +1
HOMO level = -11.6686 eV
DFT total energy = -9871.081 eV
Kohn-Sham gap = 8.032 eV

The geometry in XYZ format:
```
22
C5H14N3, DFT ωB97M-V/def2-TZVPD
C 1.645 -1.141 1.935
C 0.560 -1.866 1.157
C 0.780 0.240 1.821
C -0.217 -0.658 1.118
C -0.184 1.822 -1.092
N -1.439 -0.418 0.708
N -0.544 0.440 -1.271
N -0.921 0.249 -2.737
H 1.843 -1.311 2.895
H 2.631 -1.093 1.387
H 0.901 -2.221 0.140
H 0.064 -2.682 1.746
H 0.382 0.482 2.780
H 1.108 1.044 1.240
H -0.794 2.642 -1.695
H -0.347 2.074 -0.103
H 0.821 2.142 -1.341
H -1.238 1.191 -3.121
H -1.572 0.542 0.320
H -1.827 -1.073 -0.003
H -0.034 0.062 -3.130
H -1.619 -0.466 -2.754
```